A 2-piece molecular cluster, C2H2F5P overall in a non-equilibrium geometry, computed with wB97M-V/def2-TZVPD.

The geometry in XYZ format:
```
10
Properties=species:S:1:pos:R:3:forces:R:3
C 0.06902 0.83842 2.51137 1.015 0.920 1.014
C -0.76758 0.17664 1.44308 -1.263 2.179 -1.673
F -0.37087 2.01586 2.90690 -0.315 -0.190 -0.209
F 1.32238 0.97436 2.06276 -0.193 -0.074 -0.151
F 0.14176 0.05035 3.60440 -0.369 -0.268 -0.310
F -0.77049 2.02713 0.07772 -0.001 -2.117 1.711
F -2.02678 0.00077 1.75201 1.111 0.158 -0.117
P -0.00574 -0.79043 0.17549 0.167 -1.057 0.010
H 0.91162 0.15769 -0.24829 0.119 0.342 -0.077
H -1.01740 -0.62449 -0.76197 -0.271 0.108 -0.197
```
Positions in Å, forces in eV/Å.

Its HOMO energy (spin up / spin down) is -0.3789 / -0.3793 Ha. The calculation puts the electronic energy at -917.9638 Ha. As for the total charge: 0. The multiplicity is 1. The value obtained for the frontier orbital gap (spin up / spin down) is 8.089 / 8.101 eV.